Record 1
Here is C8H9NO6Yb as an isolated structure from the Open Molecules 2025 dataset. Energies are from wB97M-V/def2-TZVPD.

## Properties
Expectation value of S²: 0.751
Gap between HOMO and LUMO (spin up / spin down) (hartree): 0.202 / 0.144
Spin multiplicity: 2
HOMO (spin up / spin down) (eV): -18.4 / -18.4
Charge: +3
Energy relative to the best compared isomer or geometry (same formula, charge and spin) (kcal/mol): 34.0

Atoms and positions in Å:
Yb1 0.012 -0.490 -0.502
C1 0.042 0.481 1.919
O1 0.036 0.731 3.040
C2 0.001 1.993 -0.439
O2 -0.007 3.139 -0.469
C3 -2.312 0.056 0.021
O3 -3.455 0.063 0.118
C4 2.322 0.033 -0.009
O4 3.470 0.067 0.009
C5 -0.007 -1.635 -4.932
H1 0.929 -2.211 -4.825
H2 -0.940 -2.210 -4.802
C6 -0.010 -0.353 -5.241
H3 -0.945 0.217 -5.382
H4 0.922 0.215 -5.406
N1 -0.690 -3.823 3.021
C7 0.651 -3.914 2.333
C8 0.849 -2.551 1.683
O5 1.767 -1.769 1.989
O6 -0.116 -2.245 0.828
H5 -0.656 -3.070 3.732
H6 -0.914 -4.708 3.498
H7 -1.427 -3.604 2.331
H8 1.430 -4.211 3.054
H9 0.560 -4.662 1.534

=====

Record 2
Here is C25H28N3OPPdS4 as an isolated structure from the Open Molecules 2025 dataset. Energies are from wB97M-V/def2-TZVPD.

## Properties
Gap between HOMO and LUMO (hartree): 0.244
Spin multiplicity: 1
HOMO (eV): -6.6
Charge: 0
Energy relative to the best compared isomer or geometry (same formula, charge and spin) (kcal/mol): 0.0

Atoms and positions in Å:
Pd1 -0.796 -0.142 1.624
N1 1.277 -0.622 1.468
C1 2.114 0.356 0.800
C2 3.486 0.153 0.710
C3 4.280 1.080 0.056
C4 3.707 2.210 -0.517
C5 2.340 2.405 -0.434
C6 1.531 1.482 0.225
P1 -0.273 1.662 0.404
C7 -0.544 3.306 1.114
C8 -0.430 4.473 0.360
C9 -0.597 5.706 0.966
C10 -0.883 5.781 2.323
C11 -1.014 4.623 3.073
C12 -0.849 3.384 2.469
C13 -0.910 1.769 -1.288
C14 -0.201 1.273 -2.377
C15 -0.769 1.284 -3.642
C16 -2.049 1.786 -3.825
C17 -2.764 2.273 -2.739
C18 -2.201 2.263 -1.475
H1 1.289 -1.499 0.918
H2 1.646 -0.832 2.391
H3 3.923 -0.734 1.152
H4 5.348 0.923 -0.008
H5 4.328 2.935 -1.026
H6 1.893 3.284 -0.880
H7 -0.231 4.418 -0.703
H8 -0.512 6.612 0.379
H9 -1.019 6.747 2.792
H10 -1.258 4.679 4.125
H11 -0.983 2.471 3.038
H12 0.798 0.878 -2.240
H13 -0.210 0.902 -4.487
H14 -2.491 1.795 -4.812
H15 -3.767 2.654 -2.876
H16 -2.771 2.630 -0.629
O1 -6.301 -3.174 4.203
C19 -5.320 -2.640 3.767
S1 -3.689 -3.328 3.860
C20 -2.871 -2.036 3.006
C21 -3.625 -1.023 2.566
S2 -3.003 0.368 1.708
S3 -5.342 -1.096 2.887
S4 -1.141 -2.137 2.786
C22 0.965 -4.927 -0.122
C23 1.401 -3.917 -1.177
C24 0.801 -4.272 -2.538
C25 2.923 -3.877 -1.275
N2 0.998 -2.562 -0.731
N3 -0.390 -2.287 -0.618
H17 1.310 -5.925 -0.397
H18 -0.120 -4.965 -0.031
H19 1.382 -4.672 0.854
H20 1.158 -5.247 -2.872
H21 1.085 -3.533 -3.292
H22 -0.288 -4.326 -2.496
H23 3.313 -4.845 -1.590
H24 3.358 -3.623 -0.308
H25 3.247 -3.132 -2.007
H26 1.376 -1.885 -1.389
H27 -0.745 -2.747 0.214
H28 -0.921 -2.563 -1.439

=====

Record 3
Here is a 6-piece molecular cluster, C33H62BCl10F2N6O7 overall from the Open Molecules 2025 dataset. Energies are from wB97M-V/def2-TZVPD.

## Properties
Gap between HOMO and LUMO (hartree): 0.304
Spin multiplicity: 1
HOMO (eV): -11.1
Charge: +1

Atoms and positions in Å:
C1 -3.852 2.954 2.614
O1 -3.704 1.814 1.776
C2 -4.533 1.835 0.621
C3 -3.684 1.768 -0.654
C4 -2.712 2.945 -0.743
C5 -1.926 2.941 -2.066
C6 -0.938 4.108 -2.206
C7 0.488 3.829 -1.636
C8 1.451 3.732 -2.837
C9 2.860 3.147 -2.645
C10 2.958 1.806 -1.898
C11 2.460 0.564 -2.660
C12 0.920 0.504 -2.626
N1 0.342 -0.848 -2.446
B1 -0.461 -1.416 -3.610
O2 0.025 -2.422 -4.386
O3 -1.673 -0.846 -3.876
C13 0.454 -1.545 -1.332
N2 -0.081 -2.787 -1.123
C14 0.255 -3.121 0.148
N3 -0.117 -4.331 0.820
C15 -1.099 -3.972 1.856
O4 -1.882 -3.138 1.733
F1 -0.921 -4.670 2.953
C16 -0.768 -5.273 -0.032
O5 -1.771 -5.768 0.226
F2 -0.065 -5.568 -1.097
N4 1.012 -2.175 0.764
C17 1.643 -2.111 2.085
C18 2.975 -2.873 2.119
C19 4.207 -2.232 1.417
C20 5.185 -1.565 2.405
N5 4.524 -0.521 3.211
C21 5.524 0.169 4.065
C22 3.987 0.515 2.356
C23 4.815 1.101 1.230
O6 2.882 0.950 2.567
N6 1.106 -1.167 -0.182
O7 1.774 -0.042 0.140
H1 -4.481 2.694 3.476
H2 -2.868 3.229 3.016
H3 -4.240 3.831 2.086
H4 -5.223 0.984 0.672
H5 -5.142 2.746 0.559
H6 -3.150 0.804 -0.657
H7 -4.379 1.760 -1.505
H8 -1.998 2.896 0.092
H9 -3.285 3.881 -0.707
H10 -2.670 3.001 -2.874
H11 -1.423 1.967 -2.156
H12 -0.832 4.309 -3.280
H13 -1.367 5.026 -1.781
H14 0.738 4.641 -0.946
H15 0.445 2.910 -1.036
H16 0.927 3.192 -3.636
H17 1.604 4.761 -3.194
H18 3.519 3.850 -2.117
H19 3.300 3.022 -3.646
H20 4.021 1.658 -1.655
H21 2.439 1.899 -0.938
H22 2.889 -0.319 -2.164
H23 2.849 0.557 -3.687
H24 0.545 1.145 -1.827
H25 0.519 0.885 -3.570
H26 0.764 -2.877 -3.959
H27 -1.988 -0.333 -3.119
H28 1.726 -1.073 2.407
H29 0.958 -2.600 2.790
H30 2.797 -3.836 1.618
H31 3.224 -3.095 3.160
H32 4.747 -3.052 0.925
H33 3.953 -1.525 0.621
H34 6.045 -1.135 1.864
H35 5.598 -2.345 3.058
H36 6.371 0.553 3.474
H37 5.050 1.038 4.537
H38 5.878 -0.513 4.843
H39 4.528 0.682 0.261
H40 4.613 2.178 1.181
H41 5.895 0.981 1.371
H42 1.246 0.465 0.792
Cl1 0.402 -9.768 0.507
C24 -1.118 -8.968 0.984
C25 -2.162 -9.949 1.454
Cl2 -2.762 -10.969 0.125
H43 -1.473 -8.392 0.134
H44 -0.873 -8.281 1.794
H45 -3.017 -9.406 1.853
H46 -1.770 -10.603 2.229
Cl3 6.041 4.533 1.305
C26 4.791 5.721 1.763
C27 3.480 5.051 2.080
Cl4 2.735 4.335 0.623
H47 4.689 6.431 0.946
H48 5.156 6.249 2.642
H49 2.772 5.777 2.475
H50 3.609 4.258 2.813
Cl5 -1.111 1.186 3.602
C28 -0.656 0.437 5.158
C29 -1.777 -0.401 5.717
Cl6 -3.163 0.592 6.228
H51 -0.376 1.234 5.842
H52 0.218 -0.185 4.976
H53 -1.426 -0.939 6.597
H54 -2.136 -1.122 4.986
Cl7 -1.477 1.236 -9.055
C30 -0.549 -0.224 -8.632
C31 -0.291 -0.318 -7.151
Cl8 0.840 0.951 -6.590
H55 0.380 -0.205 -9.197
H56 -1.136 -1.083 -8.952
H57 0.165 -1.278 -6.914
H58 -1.210 -0.219 -6.579
Cl9 -7.797 -0.161 1.648
C32 -9.158 0.949 1.338
C33 -9.245 1.352 -0.111
Cl10 -7.883 2.395 -0.603
H59 -9.034 1.815 1.984
H60 -10.068 0.425 1.626
H61 -10.157 1.923 -0.277
H62 -9.253 0.485 -0.766

=====

Record 4
Here is one molecule with the formula C17H14Cl4O4S from the Open Molecules 2025 dataset. Energies are from wB97M-V/def2-TZVPD.

## Properties
Gap between HOMO and LUMO (hartree): 0.223
Spin multiplicity: 1
HOMO (eV): -6.7
Charge: 0

Atoms and positions in Å:
Cl1 -1.760 -3.892 -4.000
C1 -1.039 -3.296 -2.575
C2 0.318 -3.522 -2.294
Cl2 1.267 -4.319 -3.438
C3 1.014 -2.911 -1.141
O1 2.060 -3.472 -0.788
C4 0.247 -2.071 -0.170
O2 0.522 -2.209 1.193
C5 -1.188 -1.953 -0.503
Cl3 -2.163 -1.269 0.707
C6 -1.792 -2.619 -1.584
Cl4 -3.456 -2.339 -1.895
C7 -3.522 4.511 1.728
O3 -3.344 3.914 0.432
C8 -2.304 3.057 0.245
C9 -2.183 2.491 -1.052
C10 -1.176 1.584 -1.316
C11 -0.306 1.150 -0.293
C12 0.644 0.072 -0.675
C13 1.110 -0.995 0.395
S1 2.923 -1.190 0.070
C14 3.736 0.326 0.641
C15 3.386 -2.252 1.445
O4 1.130 0.035 -1.829
C16 -0.397 1.748 0.976
C17 -1.385 2.692 1.258
H1 -4.393 5.146 1.596
H2 -3.720 3.754 2.495
H3 -2.654 5.114 2.015
H4 -2.878 2.800 -1.832
H5 -1.072 1.147 -2.311
H6 1.287 -0.297 1.252
H7 4.812 0.099 0.616
H8 3.515 1.130 -0.067
H9 3.420 0.575 1.660
H10 4.486 -2.270 1.438
H11 3.000 -1.834 2.381
H12 2.992 -3.243 1.207
H13 0.302 1.458 1.758
H14 -1.438 3.152 2.254

=====

Record 5
Here is one molecule with the formula C6H10O from the Open Molecules 2025 dataset. Energies are from wB97M-V/def2-TZVPD.

## Properties
Gap between HOMO and LUMO (hartree): 0.318
Spin multiplicity: 1
HOMO (eV): -8.4
Charge: 0
Energy relative to the best compared isomer or geometry (same formula, charge and spin) (kcal/mol): 115.6

Atoms and positions in Å:
C1 -1.451 0.331 0.231
C2 0.905 -1.127 0.318
C3 -2.748 0.687 -0.064
C4 -0.676 -0.983 0.448
C5 2.973 0.270 -0.563
C6 1.594 0.163 0.063
O1 -3.725 -0.175 -0.468
H1 -3.068 1.703 -0.189
H2 -0.910 1.161 0.674
H3 -1.212 -1.921 0.022
H4 -0.873 -1.300 1.482
H5 2.781 0.398 -1.617
H6 3.551 -0.569 -0.382
H7 3.430 1.159 -0.294
H8 0.893 0.929 -0.339
H9 1.806 0.234 1.164
H10 -3.271 -0.961 -0.485

=====

> What is the spin multiplicity in the second record?

1

=====

> Which of these has the highest spin multiplicity?

C8H9NO6Yb